(1)
Below is a molecular structure, C12H22BF10N2O18S5Zr at a distorted geometry, with properties calculated with ωB97M-V/def2-TZVPD.

The geometry in XYZ format:
```
71
Properties=species:S:1:pos:R:3:lowdin_charge:R:1
Zr 1.87990 -0.67884 -1.67961 1.78
N 3.94172 -0.39117 -1.57742 -0.44
S 5.03427 -0.27062 -0.36510 0.53
O 5.52193 1.05145 -0.12863 -0.23
O 5.83629 -1.41332 -0.03543 -0.24
F 3.87379 -0.37950 0.77461 -0.22
S 5.08926 0.05148 -2.88820 0.60
O 4.42664 -0.25802 -4.12577 -0.24
O 6.47501 -0.24392 -2.69755 -0.23
F 4.91078 1.60218 -2.77344 -0.13
N 0.99159 0.79290 -0.51281 -0.39
S -0.27613 0.93388 0.39707 0.47
O -1.40318 1.65709 -0.12379 -0.23
O -0.09538 0.88560 1.82480 -0.23
F -0.71894 -0.58561 0.14740 -0.20
S 1.57117 2.39600 0.03989 0.60
O 2.19382 2.49345 1.34024 -0.21
O 0.80397 3.49884 -0.43887 -0.20
F 2.81854 2.28886 -0.91366 -0.17
B 1.81613 -2.44177 -0.36025 -0.43
H 1.91884 -1.51952 0.27404 -0.02
H 1.62007 -3.36592 0.28842 0.04
H 0.89887 -2.25357 -0.97192 -0.06
H 2.75991 -2.58319 -0.95347 0.00
O 2.75993 1.36506 -5.97857 -0.34
C 2.31062 2.41988 -5.22361 -0.47
C 1.63963 1.93663 -3.91671 -0.30
O 1.94751 0.66061 -3.39653 -0.38
H 1.53979 3.06954 -5.67127 0.08
H 3.20097 2.98637 -4.90808 0.08
H 0.53800 1.93472 -3.98820 0.08
H 1.75709 2.68552 -3.11608 0.08
C -2.90985 -2.60265 4.59654 -0.07
C -2.23715 -2.49164 3.24947 -0.17
O -3.11864 -1.69632 2.42665 0.03
C -3.66665 -2.22327 1.35375 -0.39
O -3.62713 -3.36875 1.00955 0.16
C -4.33280 -1.15207 0.43437 -0.53
F -4.64031 -0.06028 1.14942 0.17
F -3.39756 -0.74605 -0.43978 0.15
F -5.33345 -1.70025 -0.23087 0.19
H -3.21640 -1.62425 4.97518 0.08
H -2.34449 -3.00001 5.44406 0.08
H -3.80430 -3.22857 4.58977 0.08
H -2.06183 -3.46781 2.80378 0.12
H -1.32664 -1.89645 3.27666 0.12
C -2.42086 1.15873 -4.65730 -0.05
C -2.49953 0.73506 -3.22310 -0.19
O -2.47451 -0.70066 -3.15106 0.05
C -1.45030 -1.41524 -2.72119 -0.32
O -0.38038 -0.94068 -2.42960 0.01
C -1.85179 -2.92788 -2.66295 -0.51
F -1.13248 -3.45409 -1.66244 0.17
F -3.16382 -3.04993 -2.48737 0.19
F -1.53614 -3.58174 -3.79748 0.17
H -2.80841 2.17087 -4.78357 0.09
H -3.10271 0.54435 -5.24829 0.08
H -1.40513 1.10862 -5.04984 0.08
H -3.48981 1.01976 -2.85181 0.13
H -1.88637 1.31394 -2.53024 0.11
C -0.28589 0.91837 6.64326 -0.18
C -0.03026 0.82507 5.13803 -0.19
O 0.48981 2.09126 4.78794 -0.19
S -0.11336 3.26881 5.76215 0.67
O -1.29451 3.76846 5.11928 -0.23
O 0.84935 4.25528 6.12950 -0.22
O -0.50430 2.27406 6.98725 -0.19
H 0.46057 0.43943 7.27835 0.13
H -1.23128 0.43902 6.92015 0.13
H -0.92078 0.71129 4.51403 0.12
H 0.61769 -0.03885 4.99624 0.14
```

Computed properties:
Highest occupied orbital energy = -0.10657 hartree
F_max = 7.53 eV/A
ΔE to the lowest compared entry with this formula, charge and spin = 81.7 kJ/mol
HOMO-LUMO gap = 0.118 hartree
Calculated total energy = -4995.642136 hartree
Charge = -1

(2)
Below is a molecular structure, C26H40Cl3N4O3PrSi at a distorted geometry, with properties calculated with ωB97M-V/def2-TZVPD.

The geometry in XYZ format:
```
78
Properties=species:S:1:pos:R:3:lowdin_charge:R:1
C 0.69011 5.08888 -0.98722 -0.07
C -0.37048 4.46397 -0.10096 -0.24
H 0.47117 6.16182 -1.11564 0.07
H 0.67414 4.59569 -1.97554 0.08
H 1.68811 4.92226 -0.56296 0.07
C -1.63691 4.88624 -0.19709 -0.17
C -2.12522 5.85466 -1.23784 -0.14
H -2.40965 4.54066 0.49573 0.09
H -1.92423 5.46862 -2.25545 0.07
H -1.69519 6.87737 -1.19474 0.07
H -3.21707 5.95320 -1.13444 0.06
Pr 0.10506 -2.17128 -1.11358 0.27
Cl 1.63824 -0.93486 0.76333 0.17
Cl -0.07917 -3.34747 -3.46305 -0.06
H 1.93740 -7.31620 0.91602 0.10
H 3.99640 -6.42781 1.97243 0.09
C 1.90848 -6.49198 0.19616 0.00
C 4.03637 -5.64963 1.21145 -0.02
N 2.69385 -5.37153 0.72062 -0.16
H 0.87716 -6.15611 0.03559 0.10
C 2.26030 -4.14708 0.52810 -0.25
O 1.16423 -3.92242 -0.07714 -0.26
H 4.44800 -4.73617 1.65064 0.10
H 2.86117 -3.31725 0.91340 0.12
H 2.31442 -6.82934 -0.77023 0.11
H 4.69966 -5.96805 0.39565 0.10
H -0.88495 1.84659 -2.32959 0.08
H -4.09875 2.62056 -2.00166 0.10
C -1.58779 1.37573 -3.03265 -0.04
C -4.03578 1.70970 -2.61321 -0.03
N -2.80959 0.97342 -2.32942 -0.15
H -1.11467 0.50063 -3.50318 0.07
C -2.82388 -0.03823 -1.47017 -0.25
O -1.83871 -0.78490 -1.22458 -0.21
H -4.88654 1.06315 -2.38014 0.09
H -3.80412 -0.16879 -0.98276 0.15
H -1.87369 2.10225 -3.80133 0.09
H -4.05495 1.99042 -3.66738 0.09
O 1.09029 2.57113 0.20280 -0.29
C 0.10141 3.27143 0.79299 -0.49
C -2.23384 2.13791 1.00478 -0.08
C -1.02928 2.46141 1.61580 -0.13
H -2.32652 2.32424 -0.07042 0.09
C -3.29795 1.55341 1.72594 -0.11
H 0.52189 3.85700 1.68167 0.12
C -0.83951 2.11495 2.95442 -0.04
H -4.23734 1.29148 1.22039 0.09
C -3.13477 1.33035 3.10215 -0.13
C -1.89189 1.57842 3.71228 -0.10
H 0.16314 2.25158 3.37349 0.12
H -3.97190 0.95816 3.71291 0.09
H -1.74371 1.34045 4.77226 0.10
Si 3.48101 0.35152 -2.14070 0.52
Cl 1.05484 -0.02044 -2.16620 0.34
C 3.53603 -0.91064 -3.55826 -0.25
C 4.44434 -0.38856 -0.74443 -0.22
C 4.17286 1.97476 -2.72080 -0.18
H 3.13094 -1.89276 -3.25618 0.02
H 4.60439 -1.05656 -3.84649 0.04
H 2.99001 -0.56415 -4.45123 0.03
H 3.61200 2.40530 -3.57342 0.05
H 5.19319 1.72806 -3.05867 0.05
H 4.23683 2.68818 -1.87651 0.05
H 3.90514 -0.30065 0.21360 -0.04
H 5.40579 0.15348 -0.71151 0.04
H 4.65840 -1.44563 -0.96515 0.04
N -3.50083 -3.86696 6.01865 0.16
C -2.96396 -3.38303 5.09849 -0.16
C -2.29449 -2.82453 3.94538 -0.22
C -3.02853 -2.40552 2.82947 0.01
C -2.32811 -2.03951 1.67369 -0.10
N -0.99948 -2.14876 1.56858 0.02
C -0.30112 -2.35524 2.70450 -0.14
C -0.89889 -2.72586 3.90412 0.01
H -4.11540 -2.39017 2.83187 0.12
H -2.86107 -1.66778 0.79988 0.10
H 0.77815 -2.21065 2.64126 0.05
H -0.27501 -2.96254 4.76139 0.12
```

Computed properties:
Highest occupied orbital energy (spin up / spin down) = -0.19753 / -0.19754 hartree
F_max = 3.03 eV/A
ΔE to the lowest compared entry with this formula, charge and spin = 202.9 kJ/mol
Multiplicity = 3
HOMO-LUMO gap (spin up / spin down) = 0.179 / 0.179 hartree
Calculated total energy = -3646.639613 hartree
<S²> = 2.00

(3)
Below is a single C2H3NS2 molecule at a distorted geometry, with properties calculated with ωB97M-V/def2-TZVPD.

The geometry in XYZ format:
```
8
Properties=species:S:1:pos:R:3:nbo_charge:R:1
C 0.30739 -0.77730 0.06327 0.08
C 0.49770 0.70331 -0.02418 -0.61
N -0.84268 -1.28906 0.04916 -0.55
S -1.12989 1.48796 0.05255 0.05
S -2.20728 -0.34473 0.00145 0.35
H 1.02834 -1.56737 -0.00047 0.21
H 1.27256 0.99853 0.77866 0.24
H 1.07385 0.78867 -0.92045 0.23
```

Computed properties:
Highest occupied orbital energy = -0.29697 hartree
Structure (SMILES) = C1=NSSC1
F_max = 2.51 eV/A
ΔE to the lowest compared entry with this formula, charge and spin = 46.3 kJ/mol
HOMO-LUMO gap = 0.317 hartree
Calculated total energy = -929.099670 hartree

(4)
Below is a single C3H9NOS2 molecule at a distorted geometry, with properties calculated with ωB97M-V/def2-TZVPD.

The geometry in XYZ format:
```
16
Properties=species:S:1:pos:R:3:nbo_charge:R:1
N -0.26313 1.24161 0.79249 -0.85
C -0.27475 0.31306 -0.33354 -0.11
C -1.75814 -0.05127 -0.63238 -0.05
O -2.59248 1.06974 -0.66584 -0.72
C 0.49206 -0.99381 -0.14707 -0.51
S 2.21302 -0.95766 -0.94164 0.07
S 3.26841 -0.17739 0.64402 -0.14
H 0.42831 1.95897 0.63320 0.37
H 0.11885 0.80381 1.62323 0.36
H 0.12170 0.80735 -1.22351 0.20
H -2.02316 -0.74642 0.18163 0.14
H -1.80828 -0.52601 -1.61052 0.18
H -2.37245 1.57008 0.12822 0.48
H 0.78869 -1.14252 0.88775 0.22
H -0.08524 -1.84797 -0.48604 0.23
H 3.74659 -1.32155 1.14997 0.13
```

Computed properties:
Highest occupied orbital energy = -0.33945 hartree
Structure (SMILES) = N[C@H](CO)CSS
F_max = 1.45 eV/A
ΔE to the lowest compared entry with this formula, charge and spin = 69.2 kJ/mol
HOMO-LUMO gap = 0.352 hartree
Calculated total energy = -1046.059260 hartree

> Which of these has the highest F_max?

C12H22BF10N2O18S5Zr

> ΔE to the lowest compared entry with this formula, charge and spin of number 2 (C26H40Cl3N4O3PrSi)?

202.9 kJ/mol